ORCA calculation (the ωB97M-V functional and the def2-TZVPD basis) on a molecular structure, C15H48AsB3F6N2NaOSn at a distorted geometry.

Each line ends with the Löwdin charge.
Atoms and positions in Å:
1 Na -20.8584 -22.0807 -1.8133  0.235
2 Sn -16.5454 -24.0823 -3.6125  1.659
3 B -18.2746 -21.9513 -2.1606  -0.506
4 H -17.3097 -21.6239 -2.5157  -0.071
5 H -18.1497 -22.7053 -1.3990  -0.045
6 H -18.6768 -21.0887 -1.6524  -0.032
7 H -18.9617 -22.2529 -2.9360  -0.036
8 B -21.4194 -19.7746 -2.3415  -0.381
9 H -21.7331 -18.7463 -2.4333  -0.065
10 H -21.4484 -20.2468 -3.3112  -0.038
11 H -20.4299 -19.8601 -1.9197  -0.085
12 H -22.1306 -20.2618 -1.6926  -0.065
13 B -16.8368 -21.4095 -5.3797  -0.430
14 H -17.0791 -21.0212 -6.3568  -0.046
15 H -16.6449 -20.5880 -4.7069  -0.074
16 H -17.7029 -21.9534 -5.0357  -0.088
17 H -15.9853 -22.0627 -5.4921  -0.106
18 As -20.4060 -25.5120 -3.9172  0.872
19 F -21.3040 -26.7878 -2.9325  -0.294
20 F -20.9534 -24.3569 -2.7355  -0.241
21 F -19.4233 -24.2728 -4.7288  -0.307
22 F -19.9294 -26.7496 -5.1011  -0.268
23 F -21.8480 -25.1257 -4.9447  -0.274
24 F -18.9975 -25.7048 -2.9325  -0.327
25 C -15.3435 -18.6504 -2.4379  -0.039
26 C -16.6373 -18.4643 -1.5849  -0.166
27 N -17.6943 -17.5342 -1.9654  0.105
28 C -17.0841 -16.2288 -2.5080  -0.155
29 C -16.4377 -15.3364 -1.5040  -0.074
30 C -18.6535 -17.4326 -0.8500  -0.165
31 C -19.7802 -16.4178 -1.1763  -0.047
32 H -15.3702 -19.2950 -3.3165  0.070
33 H -14.5941 -19.0556 -1.7579  0.061
34 H -14.9015 -17.7327 -2.8260  0.062
35 H -17.0343 -19.4730 -1.4712  0.114
36 H -16.2460 -18.2420 -0.5922  0.140
37 H -16.3555 -16.3998 -3.3005  0.117
38 H -17.8621 -15.6920 -3.0509  0.126
39 H -15.3771 -15.5573 -1.3843  0.083
40 H -16.4304 -14.2659 -1.7091  0.093
41 H -16.8635 -15.2670 -0.5030  0.082
42 H -18.0473 -17.1162 -0.0012  0.127
43 H -19.1326 -18.3555 -0.5233  0.126
44 H -20.3898 -16.5313 -0.2798  0.089
45 H -20.2947 -16.7446 -2.0799  0.081
46 H -19.5641 -15.3561 -1.2956  0.072
47 C -20.7563 -21.1574 1.2570  -0.055
48 C -21.9904 -22.0419 0.8851  -0.272
49 N -21.7511 -23.2305 0.1491  -0.187
50 C -23.0685 -23.8879 -0.1237  -0.226
51 C -24.1369 -23.0588 -0.8534  -0.057
52 C -20.8351 -24.1825 0.8661  -0.229
53 C -20.4284 -25.3161 -0.0022  -0.104
54 H -20.5157 -20.4909 0.4288  0.045
55 H -19.8321 -21.5883 1.6420  0.064
56 H -20.9896 -20.3998 2.0051  0.069
57 H -22.5367 -22.3318 1.7826  0.115
58 H -22.6621 -21.3086 0.4388  0.102
59 H -22.8915 -24.8573 -0.5896  0.099
60 H -23.5279 -24.2490 0.7964  0.111
61 H -24.3838 -22.2082 -0.2181  0.062
62 H -23.8246 -22.6006 -1.7918  0.080
63 H -25.0117 -23.7018 -0.9505  0.080
64 H -21.3607 -24.5659 1.7406  0.115
65 H -19.8834 -23.7777 1.2106  0.110
66 H -21.2347 -25.8859 -0.4641  0.062
67 H -19.8343 -26.0613 0.5267  0.084
68 H -19.8040 -24.8579 -0.7692  0.051
69 C -13.7287 -21.6254 -0.0208  -0.009
70 C -14.1795 -23.0058 -0.4836  -0.428
71 O -15.1395 -23.1834 -1.2086  -0.054
72 C -13.2424 -24.1400 0.0036  -0.007
73 H -13.7447 -21.5283 1.0648  0.096
74 H -14.3644 -20.8727 -0.4872  0.058
75 H -12.7254 -21.4049 -0.3853  0.092
76 H -12.9394 -24.8044 -0.8056  0.083
77 H -13.6113 -24.7876 0.7990  0.089
78 H -12.3648 -23.6267 0.3964  0.070

charge: 0
highest occupied orbital energy (alpha / beta): -8.56 / -8.56 eV
F_max: 5.318 eV/A
spin multiplicity: 2
electronic energy: -4070.80422 Eh

ORCA calculation (the ωB97M-V functional and the def2-TZVPD basis) on a molecular structure, C24H26BrN5O3STi at a distorted geometry.

Each line ends with the Löwdin charge.
Atoms and positions in Å:
1 Ti 0.8014 -0.2965 -0.6370  0.915
2 C -0.8768 -1.8062 -2.5768  -0.193
3 C -1.7930 -0.5688 -2.6750  -0.140
4 N -0.9664 0.5385 -2.1053  -0.076
5 C -1.7822 1.5847 -1.5138  -0.141
6 C -1.0497 2.2344 -0.3745  -0.224
7 C -1.6770 3.2890 0.3077  0.017
8 C -1.0501 3.7605 1.4783  -0.067
9 C 0.0889 3.2183 1.9581  -0.017
10 C 0.6443 2.1187 1.2284  -0.234
11 C 1.7249 1.2317 1.8017  -0.156
12 N 2.4192 0.4735 0.7532  -0.171
13 C 3.3984 -0.3704 1.3146  0.042
14 C 1.1196 -2.3167 -1.2980  -0.213
15 N -0.2907 -1.9867 -1.2566  -0.214
16 N 0.0484 1.6273 0.1269  0.025
17 H -0.0254 -1.7233 -3.2513  0.095
18 H -1.4615 -2.6970 -2.9155  0.135
19 H -2.6108 -0.8306 -2.0341  0.097
20 H -2.1133 -0.3438 -3.7022  0.128
21 H -0.3000 0.8977 -2.7823  0.099
22 H -2.6218 1.1272 -1.1416  0.077
23 H -2.1137 2.3677 -2.2037  0.140
24 H -2.6075 3.6997 -0.0825  0.123
25 H -1.4689 4.5731 2.0896  0.120
26 H 0.6221 3.6069 2.9005  0.148
27 H 1.1331 0.4865 2.3815  0.120
28 H 2.4560 1.7881 2.4947  0.155
29 H 2.9528 1.2017 0.1763  0.143
30 H 3.0674 -1.0948 1.9557  0.022
31 H 4.3342 -0.2381 0.9047  0.047
32 H 1.3979 -3.1875 -0.6913  0.049
33 H 1.5065 -2.3598 -2.3638  0.050
34 H -0.8461 -2.4698 -0.6106  0.099
35 Br 4.2741 3.3267 -5.2687  0.740
36 C 3.1046 2.4850 -4.0808  -0.738
37 C 2.9261 1.1412 -4.3144  -0.183
38 C 2.3378 0.3908 -3.3408  -0.147
39 C 1.7901 0.9073 -2.1482  -0.226
40 C 1.9082 2.3394 -2.0305  -0.119
41 C 2.6169 3.1012 -2.9559  -0.138
42 H 3.2067 0.6016 -5.2579  0.118
43 H 2.2403 -0.6947 -3.6150  0.095
44 H 1.4328 2.8827 -1.1525  0.102
45 H 2.6566 4.1398 -2.8549  0.082
46 O 1.1261 -2.1597 2.2738  0.040
47 C -0.0595 -1.8931 2.1569  -0.510
48 N -0.5022 -0.7962 1.4465  -0.117
49 S -2.0820 -0.5614 1.7254  0.644
50 O -2.2097 0.6086 2.5650  -0.288
51 O -2.7714 -0.5667 0.4614  -0.300
52 C -2.3202 -1.9695 2.7497  -0.236
53 C -3.4497 -2.3663 3.4136  -0.031
54 C -3.3367 -3.4144 4.3090  -0.067
55 C -2.1304 -4.0278 4.5359  -0.064
56 C -1.0067 -3.6664 3.8040  0.026
57 C -1.1531 -2.6413 2.8529  -0.134
58 H -4.4433 -2.0322 3.1818  0.120
59 H -4.2178 -3.8174 4.8082  0.115
60 H -2.0225 -4.8249 5.1952  0.088
61 H 0.0249 -4.0275 3.8839  0.129

charge: 0
highest occupied orbital energy (alpha / beta): -6.95 / -7.60 eV
F_max: 3.231 eV/A
spin multiplicity: 3
electronic energy: -5251.23508 Eh

ORCA calculation (the ωB97M-V functional and the def2-TZVPD basis) on a molecular structure, C13H20O2 at a distorted geometry.

Each line ends with the Löwdin charge.
Atoms and positions in Å:
1 C 2.5745 1.9381 -1.2425  -0.159
2 C 2.0099 2.7705 -0.1619  -0.320
3 C 0.4914 3.2776 -0.3560  -0.186
4 C -0.5435 2.1001 -0.5712  -0.157
5 C -1.3710 0.3678 0.5350  -0.261
6 C -2.7346 0.4804 0.9924  0.058
7 C -3.6164 -0.6839 0.5178  -0.046
8 C -3.0304 -2.0477 0.3763  -0.039
9 C -1.5194 -2.0749 0.1060  0.029
10 C -0.7995 -0.8525 0.2555  -0.184
11 C 1.5055 -1.1941 0.5902  -0.148
12 C 2.7165 -2.0121 -0.1942  -0.189
13 C 2.0371 -3.4205 -0.5372  -0.152
14 H 2.3498 0.7331 -1.2341  0.099
15 H 2.2037 2.5494 -2.2126  0.120
16 H 3.7192 2.1074 -1.3869  0.088
17 H 2.0002 2.5265 0.9149  0.093
18 H 2.7680 3.6623 0.0727  0.136
19 H 0.2824 3.8284 -1.3160  0.107
20 H 0.4844 4.0054 0.5054  0.111
21 H -1.5143 2.4050 -0.9996  0.131
22 H 0.2154 1.6123 -1.2886  0.122
23 H -3.0189 1.4481 1.0397  0.063
24 H -4.5710 -0.8940 1.0852  0.088
25 H -3.6714 -2.9114 0.3320  0.071
26 H -1.0915 -2.9860 -0.2924  0.079
27 H 1.9422 -0.4431 1.1280  0.068
28 H 0.9967 -1.8211 1.3476  0.118
29 H 2.8967 -1.3147 -1.0097  0.071
30 H 3.5385 -2.1725 0.4750  0.080
31 H 0.8855 -3.3575 -0.8049  0.041
32 H 2.4594 -4.0991 -1.6841  0.151
33 H 2.1330 -4.0615 0.4952  0.099
34 O -0.6823 1.5622 0.7907  -0.064
35 O 0.5161 -0.6510 -0.4192  -0.119

charge: 0
highest occupied orbital energy: -8.95 eV
F_max: 8.274 eV/A
ΔE to the lowest compared entry with this formula, charge and spin: 734.4 kJ/mol
electronic energy: -657.53271 Eh

ORCA calculation (the ωB97M-V functional and the def2-TZVPD basis) on 17 unconnected molecules or ions with the total composition H33O17 at a distorted geometry.

Each line ends with the Löwdin charge.
Atoms and positions in Å:
1 O -5.1497 1.8113 0.2571  -0.060
2 H -5.9406 2.3681 0.2890  0.030
3 H -4.9067 1.9073 -0.6676  0.029
4 O 1.2717 3.0684 1.6172  -0.264
5 H 0.5225 2.0947 1.0213  0.004
6 H 1.0386 3.4388 0.8077  -0.028
7 O 0.0778 0.3489 -5.1442  -0.071
8 H -0.7932 0.1121 -4.8617  0.013
9 H 0.6417 -0.4904 -5.1100  0.046
10 O -0.6528 2.9125 -3.4340  -0.094
11 H -0.2355 1.9451 -3.3966  0.086
12 H -0.3981 3.2452 -4.2630  -0.015
13 O -0.5441 4.2788 3.0791  -0.145
14 H -0.6453 3.5041 3.7295  0.055
15 O 2.3514 -0.2485 5.8427  -0.077
16 H 0.8977 -3.4322 0.4779  0.001
17 H 2.0684 -0.3343 4.9353  0.005
18 O 0.6234 -1.1221 -0.0329  -0.013
19 H -1.6715 0.6253 0.3623  0.042
20 H 1.5167 -1.2219 0.1429  -0.002
21 O -3.8625 -1.7619 -1.0766  -0.117
22 H -3.0913 -2.2006 -1.4428  0.003
23 H 0.1344 3.8783 2.4962  -0.052
24 O -0.1528 1.5369 0.3618  -0.158
25 H 0.3323 -0.2328 0.0106  -0.037
26 H 0.1156 1.7923 -0.5215  0.033
27 O -1.9303 -2.6400 -4.4331  -0.016
28 H -2.3223 -2.5852 -3.5578  0.034
29 H -2.2532 -3.2351 -5.0644  0.010
30 O -2.2772 -0.0030 -0.1295  -0.087
31 H -2.4176 -0.8045 0.3386  0.008
32 H 2.7510 2.8898 1.5831  0.018
33 O 5.5471 0.7366 -0.5348  -0.049
34 H 5.8246 -0.0126 -0.0321  0.011
35 H 5.0602 1.2201 0.1400  0.005
36 O 3.7661 2.6474 1.9200  -0.203
37 H 3.7351 1.6730 1.8645  -0.020
38 H 2.6222 0.6922 5.6451  0.070
39 O -2.3768 -2.1692 3.6085  -0.066
40 H -3.2406 -1.7538 3.2783  0.090
41 H -1.8310 -2.6499 3.0512  -0.033
42 O 0.8506 -4.2846 -0.0266  -0.063
43 H 0.2471 -4.7806 0.4617  -0.019
44 H -3.5591 -0.7703 -1.0500  0.055
45 O 1.5928 -2.1355 -4.0149  -0.021
46 H 0.7460 -2.1905 -4.4601  0.010
47 H 1.6425 -1.5444 -3.3072  0.010
48 O 1.0294 -2.7903 2.3580  -0.065
49 H 1.1266 -2.9100 3.3330  0.073
50 H 1.0460 -1.8263 2.3314  0.035

charge: -1
highest occupied orbital energy: -6.79 eV
F_max: 4.783 eV/A
ΔE to the lowest compared entry with this formula, charge and spin: 375.4 kJ/mol
electronic energy: -1298.85140 Eh

ORCA calculation (the ωB97M-V functional and the def2-TZVPD basis) on 2 unconnected molecules or ions with the total composition CH2NO3P at a distorted geometry.

Each line ends with the Löwdin charge.
Atoms and positions in Å:
1 C 0.2055 0.5118 0.7327  -0.793
2 N 1.1972 0.8029 1.4053  -0.067
3 O -1.4497 0.0521 -1.5171  -0.643
4 O -0.6785 -0.2560 1.1676  -0.274
5 O 0.0609 -1.7113 -1.2112  -0.629
6 P -1.3627 -1.3341 -0.9711  0.325
7 H 0.0032 0.9802 -0.2235  0.054
8 H 2.0241 0.9543 0.6174  0.026

charge: -2
highest occupied orbital energy: 0.60 eV
F_max: 8.588 eV/A
ΔE to the lowest compared entry with this formula, charge and spin: 222.5 kJ/mol
electronic energy: -661.09871 Eh

ORCA calculation (the ωB97M-V functional and the def2-TZVPD basis) on a molecular structure, C3H4N2O2 at a distorted geometry.

Each line ends with the Löwdin charge.
Atoms and positions in Å:
1 C -1.3417 -0.3456 -0.1901  -0.033
2 C 0.9523 0.2199 0.7878  -0.434
3 O 1.8863 0.6643 -0.0243  0.117
4 O -0.2206 0.5360 -0.0779  -0.118
5 N 1.0828 -0.5842 1.7161  0.219
6 C 1.1577 1.0480 -1.2343  -0.282
7 N 1.2184 1.3032 -2.3607  0.172
8 H 0.2720 -1.1114 2.0079  0.071
9 H -1.1979 -1.3071 0.3238  0.091
10 H -2.1994 0.1283 0.2844  0.092
11 H -1.6099 -0.5514 -1.2327  0.104

charge: 0
highest occupied orbital energy: -10.62 eV
F_max: 4.129 eV/A
ΔE to the lowest compared entry with this formula, charge and spin: 484.0 kJ/mol
electronic energy: -376.57947 Eh